# 1
A single C3H7NO molecule. Source: the OMol25 dataset; level of theory: ωB97M-V/def2-TZVPD.

XYZ file:
```
12
Properties=species:S:1:pos:R:3:forces:R:3:nbo_charge:R:1
O 0.4252 -0.2262 -2.3995 -0.27 -0.30 -0.77 -0.510
C -0.1234 0.3952 -1.5371 1.59 0.58 1.10 0.432
C -0.2320 -0.2344 -0.1320 -2.00 -0.16 1.50 -0.158
C 1.0922 -0.3418 0.6299 1.76 -0.76 0.18 -0.621
N -1.2589 0.4993 0.6943 -0.99 0.18 -1.42 -0.880
H -0.2920 1.5107 -1.6770 -0.51 -0.90 0.37 0.124
H -0.6145 -1.2600 -0.2128 0.29 0.05 -0.66 0.199
H 0.9473 -0.8793 1.6412 0.10 1.12 -1.53 0.223
H 1.5681 0.6502 0.7409 -0.46 -0.30 0.44 0.215
H 1.9360 -0.9318 0.0969 -1.81 0.68 0.47 0.236
H -1.1896 0.5428 1.6938 0.60 -0.34 0.15 0.373
H -2.2584 0.2755 0.4614 1.69 0.14 0.15 0.368
```
Forces are in eV/Å.

Output
Energy relative to the best compared isomer or geometry (same formula, charge and spin) = 1.6803 eV
F_max = 2.51 eV/A
SMILES = C[C@@H](N)C=O
HOMO-LUMO gap = 10.287 eV
Multiplicity = 1
Lowest unoccupied orbital energy = 0.970 eV

***

# 2
8 unconnected molecules or ions with the total composition C23H51NO9P. Source: the OMol25 dataset; level of theory: ωB97M-V/def2-TZVPD.

XYZ file:
```
85
Properties=species:S:1:pos:R:3:forces:R:3:mulliken_charge:R:1
N 1.0564 2.8763 2.0420 0.26 0.13 -0.21 -0.699
C 1.4446 1.4819 1.6758 -0.48 0.65 0.34 0.191
C 0.0986 0.6608 1.5299 0.62 -1.21 0.71 -0.430
O 0.4395 -0.6544 1.9386 -0.12 0.75 -0.96 -0.472
P 1.4114 -0.4417 3.4015 -0.09 -0.12 1.54 0.167
O 2.3077 0.8573 2.5863 -0.67 -0.09 -0.97 -0.463
H 0.1219 2.8671 2.4345 0.07 -0.12 0.33 0.244
H 0.9438 3.3963 1.1775 0.18 0.04 -0.04 0.282
H 2.0256 1.5983 0.7432 -0.55 -0.28 -0.08 0.256
H -0.7129 0.9153 2.2480 0.50 1.02 -0.30 0.195
H -0.3556 0.7644 0.5287 0.48 -0.39 0.04 0.173
H 0.4434 -1.2976 4.0825 0.65 -0.60 0.11 -0.094
H 2.2814 -1.5066 2.9612 -0.12 0.04 -0.51 -0.083
H 2.3092 -0.3379 4.5557 -0.30 0.13 0.08 -0.009
H 0.6214 0.6434 3.9315 -0.25 -0.03 -0.42 -0.167
C 0.1909 0.1325 -3.6945 0.01 0.31 0.27 -0.893
C -0.6356 1.0715 -2.8567 0.24 0.09 0.15 0.828
O -0.1203 1.8680 -2.1077 -0.07 0.11 -0.08 -0.554
C -2.1350 0.9789 -2.9868 -0.13 0.20 0.19 -1.260
H 1.2447 0.3076 -3.4980 -0.04 -0.02 0.03 0.210
H -0.0450 -0.9006 -3.4407 -0.04 -0.03 -0.19 0.345
H -0.0038 0.3078 -4.7535 -0.09 -0.20 -0.02 0.308
H -2.4722 -0.0185 -2.7001 -0.03 -0.03 -0.16 0.326
H -2.4336 1.1903 -4.0156 -0.03 -0.19 -0.03 0.379
H -2.6010 1.7100 -2.3276 0.05 -0.03 0.00 0.307
C -1.8639 0.3510 7.9046 0.18 0.15 0.16 -1.095
C -1.6184 -0.1006 6.4833 0.21 0.05 -0.46 0.641
O -0.6520 0.2690 5.8669 -0.18 0.12 0.48 -0.471
C -2.6313 -1.0328 5.8737 0.30 0.00 -0.32 -0.555
H -1.0589 1.0156 8.2158 -0.01 -0.03 -0.05 0.330
H -2.8113 0.8915 7.9666 -0.07 -0.14 0.09 0.310
H -1.8861 -0.5133 8.5723 -0.19 0.02 0.01 0.194
H -3.6128 -0.5522 5.8468 -0.07 -0.13 0.16 0.094
H -2.6837 -1.9542 6.4518 -0.09 0.36 -0.11 0.238
H -2.3285 -1.2724 4.8543 0.07 0.11 0.03 0.293
C 4.0702 -0.8485 -5.4348 -0.16 0.16 0.27 -0.715
C 2.8268 -1.5423 -5.9221 -0.14 0.01 0.18 0.745
O 1.8096 -1.5452 -5.2675 0.12 -0.16 -0.23 -0.492
C 2.9013 -2.2324 -7.2596 -0.29 -0.09 -0.05 -1.160
H 3.8740 -0.3972 -4.4629 -0.02 -0.05 -0.02 0.286
H 4.8830 -1.5686 -5.3292 0.10 0.10 -0.18 0.408
H 4.3558 -0.0620 -6.1364 0.21 -0.17 -0.11 -0.038
H 3.6632 -3.0129 -7.2338 0.12 0.12 -0.11 0.342
H 3.1408 -1.5076 -8.0398 0.20 -0.07 0.00 0.289
H 1.9382 -2.6882 -7.4853 0.02 0.02 0.04 0.324
C 6.3378 2.6042 -6.3585 -0.03 -0.22 0.13 -0.801
C 6.7477 2.0460 -7.6917 -0.15 -0.18 0.05 0.964
O 6.3370 0.9741 -8.0848 -0.04 0.08 -0.05 -0.577
C 7.6908 2.8739 -8.5235 0.03 -0.17 -0.28 -1.185
H 5.6583 1.9080 -5.8694 0.04 0.02 0.01 0.019
H 7.2166 2.7416 -5.7251 -0.01 0.13 -0.03 0.421
H 5.8246 3.5539 -6.4980 0.14 0.07 0.05 0.256
H 8.6276 3.0250 -7.9848 -0.05 0.18 0.04 0.349
H 7.2337 3.8385 -8.7510 0.09 0.08 0.15 0.278
H 7.9020 2.3541 -9.4573 -0.01 -0.01 0.04 0.318
C -5.0991 -5.2090 7.8411 -0.09 0.11 -0.30 -1.136
C -4.0834 -4.1319 8.1136 0.02 0.11 -0.17 0.791
O -3.8922 -3.2312 7.3274 -0.39 -0.41 0.40 -0.503
C -3.3124 -4.2179 9.4048 0.17 0.25 -0.03 -1.079
H -5.5774 -5.0200 6.8814 0.00 0.02 0.04 0.245
H -4.6085 -6.1833 7.8047 -0.07 -0.03 0.18 0.373
H -5.8631 -5.2053 8.6207 0.06 -0.16 0.06 0.335
H -2.7443 -5.1488 9.4377 -0.12 -0.06 0.12 0.348
H -3.9990 -4.1723 10.2521 0.02 -0.19 0.03 0.333
H -2.6186 -3.3810 9.4688 -0.02 -0.03 -0.03 0.217
C 3.0370 4.3989 -9.9278 0.20 0.23 -0.01 -1.219
C 3.4099 3.8341 -8.5826 0.09 -0.01 0.15 0.816
O 4.2591 4.3544 -7.8944 -0.03 0.10 -0.15 -0.546
C 2.6857 2.5957 -8.1264 0.14 -0.02 0.24 -0.981
H 3.6358 5.2864 -10.1262 -0.01 -0.03 0.03 0.325
H 3.2313 3.6608 -10.7078 -0.19 -0.03 -0.01 0.325
H 1.9820 4.6769 -9.9351 -0.03 -0.15 -0.10 0.347
H 2.8658 1.7799 -8.8288 -0.15 0.02 -0.06 0.301
H 1.6151 2.7950 -8.0552 -0.02 -0.10 -0.14 0.439
H 3.0539 2.3016 -7.1447 -0.01 0.02 -0.03 0.166
C -8.1374 -1.6197 8.1643 -0.16 -0.24 0.12 -1.159
C -7.7131 -2.1406 6.8153 0.02 -0.18 -0.20 0.823
O -8.0749 -3.2263 6.4193 -0.02 0.01 0.10 -0.567
C -6.8234 -1.2567 5.9851 0.00 -0.17 -0.19 -0.827
H -8.7738 -2.3563 8.6530 0.02 0.01 -0.04 0.308
H -7.2590 -1.4431 8.7875 -0.02 0.19 -0.04 0.287
H -8.6995 -0.6920 8.0453 0.16 0.10 0.07 0.365
H -5.8893 -1.0661 6.5160 -0.04 0.13 0.01 0.063
H -7.3296 -0.3136 5.7695 0.11 0.08 0.13 0.428
H -6.5952 -1.7550 5.0449 0.02 0.00 0.05 0.286
```
Forces are in eV/Å.

Output
F_max = 1.55 eV/A
Total charge = -1
HOMO-LUMO gap = 4.646 eV
Multiplicity = 1
Lowest unoccupied orbital energy = 1.787 eV

***

# 3
A molecular structure, C36H47N7P2Sc. Source: the OMol25 dataset; level of theory: ωB97M-V/def2-TZVPD.

XYZ file:
```
93
Properties=species:S:1:pos:R:3:forces:R:3:mulliken_charge:R:1
Sc 0.3241 1.0647 -0.9532 0.64 -0.11 -0.31 -0.350
N -1.6881 5.0241 -0.3205 -0.06 -0.57 -0.38 0.255
C -1.8043 3.8625 -0.9767 -0.07 0.10 0.08 -0.411
N -0.6533 3.2206 -0.9411 0.13 0.11 -0.05 -0.136
C 0.1642 4.0664 -0.2254 -1.33 0.33 -0.19 0.411
N -0.4572 5.1621 0.1549 0.99 0.17 0.33 -0.579
C 1.5453 3.7452 0.0534 0.89 -0.31 0.16 0.088
C 2.3836 4.6003 0.7767 -0.51 -0.14 -0.36 -0.177
N 3.6470 4.3050 0.9953 0.31 -0.06 0.07 -0.596
C 4.1006 3.1576 0.5034 -0.16 0.01 -0.07 -0.640
C 3.2772 2.2765 -0.1867 -0.01 -0.12 -0.13 0.178
N 1.9924 2.5600 -0.4131 0.03 0.77 0.46 0.134
H -2.3803 5.7383 -0.1513 0.02 -0.06 -0.04 0.214
H -2.7057 3.5284 -1.4517 -0.18 -0.08 -0.04 0.578
H 2.0067 5.5327 1.1716 -0.10 0.06 -0.01 0.539
H 5.1455 2.9474 0.6669 0.10 -0.17 -0.02 0.429
H 3.6412 1.3334 -0.5761 -0.01 0.01 0.04 0.132
C 3.8618 -1.9806 -0.9429 -0.06 0.05 -0.11 -1.835
C 2.4338 -2.4172 -0.6103 -0.24 0.39 -0.35 2.320
C 2.0356 -1.6332 0.6423 -0.14 0.25 -0.25 -1.725
C 2.4117 -3.9133 -0.3208 -0.13 0.10 -0.17 -1.906
P 1.3344 -1.8149 -2.0944 0.25 -1.70 -0.12 1.273
N 1.1938 -0.2627 -2.1015 -0.62 1.07 0.73 -0.551
C 2.1782 -2.3381 -3.7460 -0.23 0.12 0.44 1.928
C 3.2750 -1.3098 -4.0361 0.01 0.14 0.10 -1.626
C 2.7374 -3.7548 -3.7920 -0.04 0.06 0.10 -1.898
C 1.1343 -2.1797 -4.8528 -0.09 0.05 0.10 -1.901
C -0.4121 -2.6636 -1.9669 0.37 0.41 -0.02 2.129
C -1.3717 -1.8198 -2.8118 0.09 0.28 0.03 -1.545
C -0.4894 -4.1304 -2.3786 0.17 0.17 -0.09 -1.937
C -0.8939 -2.5313 -0.5214 0.18 0.30 0.02 -2.328
H 4.4806 -2.0158 -0.0452 -0.02 -0.02 0.09 0.568
H 3.8499 -0.9558 -1.3169 0.19 0.02 -0.03 0.189
H 4.3256 -2.6293 -1.6791 0.08 0.04 -0.11 0.310
H 2.7890 -1.7806 1.4163 0.14 -0.02 0.02 0.704
H 1.0800 -1.9356 1.0571 -0.08 0.09 0.00 0.226
H 1.9783 -0.5572 0.4109 0.11 -0.40 0.28 0.026
H 3.1658 -4.1368 0.4335 0.07 -0.02 0.09 0.527
H 2.6446 -4.4988 -1.2047 0.02 -0.14 -0.06 0.261
H 1.4506 -4.2340 0.0691 -0.09 -0.10 0.04 0.328
H 4.2122 -1.5463 -3.5444 0.09 -0.01 0.08 0.319
H 2.9400 -0.3232 -3.7142 0.11 0.06 -0.09 0.238
H 3.4712 -1.2721 -5.1066 0.00 -0.06 -0.11 0.492
H 3.6054 -3.8757 -3.1506 0.07 -0.06 0.06 0.276
H 3.0554 -3.9733 -4.8107 0.04 -0.03 -0.12 0.523
H 1.9920 -4.4927 -3.5121 -0.06 -0.17 0.00 0.280
H 0.6633 -1.2007 -4.7847 -0.10 0.06 -0.11 0.306
H 0.3773 -2.9566 -4.8180 -0.12 -0.01 -0.01 0.250
H 1.6237 -2.2557 -5.8235 0.09 0.01 -0.04 0.658
H -1.2886 -2.0333 -3.8719 0.00 0.12 -0.10 0.353
H -1.1612 -0.7479 -2.6467 -0.19 -0.35 -0.21 0.073
H -2.4006 -2.0172 -2.5114 -0.08 -0.08 0.06 0.499
H -0.2741 -4.2809 -3.4323 0.03 -0.05 -0.07 0.327
H -1.5032 -4.4882 -2.1997 -0.09 -0.05 0.04 0.509
H 0.1911 -4.7405 -1.7946 0.07 -0.17 0.07 0.331
H -0.7754 -1.4963 -0.1727 -0.09 -0.33 0.15 0.658
H -0.3640 -3.2004 0.1490 0.06 0.00 0.13 0.178
H -1.9528 -2.7892 -0.4636 -0.07 -0.02 -0.07 0.720
N -0.2360 0.5990 0.8524 0.04 0.27 -0.74 0.420
P -1.4020 0.9763 1.7838 -1.10 0.12 1.02 0.776
C -1.5372 -0.2378 3.1451 0.05 0.21 -0.38 0.909
C -2.6724 -0.9667 3.4718 -0.03 0.12 -0.02 -0.498
C -2.6083 -1.9507 4.4433 -0.03 -0.13 0.12 -0.754
C -1.4098 -2.2348 5.0767 -0.09 0.02 -0.04 -0.583
C -0.2673 -1.5287 4.7335 0.09 -0.01 0.08 -0.769
C -0.3317 -0.5374 3.7737 -0.02 0.03 0.03 -0.454
C -1.1685 2.6247 2.5590 0.19 -0.43 -0.35 1.110
C 0.1447 2.8883 2.9349 0.09 -0.14 0.09 -0.734
C 0.4902 4.1031 3.4928 0.08 0.09 0.08 -0.812
C -0.4748 5.0854 3.6490 -0.01 0.02 0.00 -0.595
C -1.7783 4.8404 3.2504 -0.07 0.15 0.13 -0.846
C -2.1285 3.6156 2.7085 -0.09 -0.17 0.03 -0.399
C -3.0975 1.0521 1.0644 0.69 -0.18 -0.04 0.609
C -4.2591 1.2117 1.8162 0.11 0.08 -0.02 -0.521
C -5.4983 1.0966 1.2103 -0.09 0.05 0.06 -0.922
C -5.5917 0.8487 -0.1507 0.06 0.01 -0.05 -0.764
C -4.4396 0.7320 -0.9141 -0.07 0.01 -0.13 -0.877
C -3.2028 0.8227 -0.2994 0.43 -0.01 -0.22 0.042
H -3.6094 -0.7810 2.9699 -0.03 -0.06 0.00 0.485
H -3.5007 -2.5009 4.7018 -0.06 -0.07 0.01 0.446
H -1.3651 -3.0089 5.8277 0.01 -0.06 0.06 0.404
H 0.6732 -1.7561 5.2130 0.08 0.00 0.04 0.449
H 0.5580 0.0026 3.4864 0.15 -0.02 0.00 0.233
H 0.8884 2.1152 2.7785 0.09 0.08 0.02 0.167
H 1.5076 4.2855 3.8087 0.08 0.02 0.01 0.511
H -0.2131 6.0383 4.0823 0.02 0.10 0.05 0.431
H -2.5328 5.6021 3.3869 -0.05 0.07 -0.02 0.480
H -3.1508 3.4308 2.4150 -0.10 0.04 -0.04 0.400
H -4.1890 1.4129 2.8763 -0.06 -0.05 0.08 0.629
H -6.3962 1.1867 1.8040 -0.06 0.04 0.04 0.449
H -6.5606 0.7404 -0.6138 -0.08 0.02 -0.05 0.453
H -4.5074 0.5557 -1.9778 -0.01 -0.06 -0.07 0.513
H -2.2771 0.6947 -0.8860 -0.59 -0.09 0.22 0.022
```
Forces are in eV/Å.

Output
Energy relative to the best compared isomer or geometry (same formula, charge and spin) = 0.7523 eV
F_max = 1.72 eV/A
Total charge = +1
HOMO-LUMO gap = 7.321 eV
Multiplicity = 1
Lowest unoccupied orbital energy = -3.366 eV

***

# 4
A molecular structure, C41H33MoN5O4S5. Source: the OMol25 dataset; level of theory: ωB97M-V/def2-TZVPD.

XYZ file:
```
89
Properties=species:S:1:pos:R:3:forces:R:3:mulliken_charge:R:1
Mo 1.1247 -0.8869 -0.9123 1.20 -0.99 -0.02 -2.138
C 3.5528 -1.0057 1.8977 0.00 0.01 -0.01 -0.958
C 3.1101 -2.3030 1.3105 0.02 0.05 0.01 0.239
N 2.2662 -2.4266 0.3228 -0.12 0.01 0.00 1.399
C 2.1798 -3.7308 -0.1235 0.01 -0.03 0.01 -0.896
C 2.9256 -4.6138 0.5859 0.00 0.02 0.00 -0.447
S 3.8016 -3.7911 1.7980 -0.03 -0.01 -0.01 -0.263
C 1.4259 -3.9856 -1.3469 -0.01 -0.05 0.01 -0.389
C 1.2366 -5.1739 -1.9708 -0.01 0.01 0.00 -0.491
S 0.3691 -4.9255 -3.4201 0.01 0.01 0.03 -0.248
C 0.2948 -3.2376 -3.1112 -0.06 0.03 -0.02 0.258
N 0.8852 -2.9031 -2.0021 0.09 0.03 0.09 0.995
C -0.4140 -2.3133 -4.0340 0.00 0.00 -0.02 -0.951
H 3.6815 -0.2923 1.0804 -0.01 0.00 0.00 -0.003
H 4.5037 -1.1280 2.4135 0.01 0.00 -0.01 0.609
H 2.8285 -0.6094 2.6098 0.00 -0.01 0.01 0.147
H 3.0378 -5.6717 0.4235 0.00 -0.01 -0.01 0.457
H 1.5739 -6.1497 -1.6670 0.01 -0.01 0.01 0.446
H -0.7666 -2.8486 -4.9143 0.00 0.00 0.00 0.623
H 0.2443 -1.4985 -4.3332 0.00 0.00 0.02 0.098
H -1.2622 -1.8668 -3.5138 0.01 0.00 0.00 0.105
S -0.7452 -3.1144 4.1347 0.03 -0.01 0.02 0.022
C -1.4807 -3.4194 5.6431 0.00 -0.01 0.00 -0.383
C -1.7280 -2.2697 6.3279 0.01 0.00 -0.01 -0.661
C -1.3085 -1.1183 5.6150 0.00 -0.02 0.00 -0.607
C -0.7520 -1.4124 4.4008 0.00 0.02 0.02 0.648
C -0.2145 -0.4793 3.4032 0.01 0.02 0.01 0.687
C 0.1674 -0.9544 2.1382 0.02 0.00 -0.07 -1.628
N 0.6678 -0.1835 1.1877 -0.23 0.23 0.23 1.897
C 0.8270 1.1297 1.4631 0.02 -0.05 -0.03 -0.445
C 0.4458 1.7159 2.6721 -0.01 0.01 0.01 0.834
C 0.6089 3.1378 2.8244 -0.03 0.00 0.01 -0.993
C 1.1319 3.8895 1.8321 -0.01 0.00 -0.02 -1.111
C 1.5529 3.2959 0.5908 -0.02 0.01 0.04 0.859
C 2.0769 4.0132 -0.4906 -0.01 -0.02 -0.02 -0.997
C 2.4147 3.3486 -1.6518 -0.02 0.03 -0.01 1.184
C 2.2363 1.9527 -1.6983 -0.04 -0.04 0.03 -0.871
N 1.7432 1.2553 -0.6927 0.05 0.40 0.04 1.423
C 1.3977 1.9199 0.4291 -0.04 -0.04 -0.03 -1.092
C 2.9244 4.0320 -2.8433 0.01 -0.01 0.01 0.347
C 3.1168 3.5071 -4.0912 -0.01 0.02 -0.01 -0.325
C 3.6180 4.4579 -5.0170 0.00 0.01 0.02 -0.681
C 3.7975 5.6847 -4.4581 -0.01 0.01 -0.01 -0.331
S 3.3609 5.6988 -2.8069 0.01 0.00 -0.01 -0.209
C -0.0859 0.8747 3.6543 0.04 -0.03 -0.03 -0.825
H -1.6942 -4.4323 5.9421 -0.01 0.00 0.01 0.429
H -2.1939 -2.2410 7.3011 0.00 -0.01 0.01 0.405
H -1.4248 -0.1132 5.9929 -0.01 0.01 -0.01 0.399
H 0.0416 -1.9962 1.8767 -0.03 0.01 -0.02 0.175
H 0.2856 3.5972 3.7496 0.00 0.00 0.01 0.480
H 1.2312 4.9613 1.9513 0.01 0.00 0.00 0.494
H 2.1821 5.0893 -0.4135 0.01 0.01 0.01 0.420
H 2.5046 1.3635 -2.5659 0.04 -0.01 0.01 -0.243
H 2.8962 2.4822 -4.3518 -0.02 -0.01 0.00 0.462
H 3.8304 4.2354 -6.0517 0.00 0.00 -0.01 0.401
H 4.1616 6.5839 -4.9269 0.01 0.00 -0.01 0.445
H -0.3842 1.2933 4.6069 -0.01 0.01 0.01 0.422
O -0.4045 1.3526 -4.0509 -0.02 0.02 -0.02 -0.718
C -0.4531 1.0804 -2.8659 0.03 0.09 0.26 -0.286
O 0.0264 0.0114 -2.3265 -0.45 0.19 -0.65 0.017
C -1.1002 2.0359 -1.8804 0.03 -0.04 0.00 -0.053
C -1.6961 1.5466 -0.7204 -0.01 -0.02 -0.01 0.923
C -2.2018 2.4222 0.2255 0.03 -0.01 -0.02 -0.170
C -2.0766 3.7807 -0.0058 -0.02 0.06 0.05 -0.460
C -1.5195 4.2945 -1.1643 0.01 -0.03 -0.01 -0.712
C -1.0443 3.4049 -2.1148 0.01 0.00 0.01 -0.874
N -2.5256 4.7166 1.0416 0.09 0.01 0.05 1.132
O -3.0164 4.2464 2.0504 -0.01 0.00 -0.03 -0.635
O -2.3538 5.9052 0.8534 -0.02 -0.03 -0.02 -0.650
H -1.7492 0.4751 -0.5597 0.02 0.00 0.00 0.284
H -2.6641 2.0705 1.1363 0.00 0.00 0.01 0.620
H -1.4544 5.3636 -1.3015 -0.01 0.01 0.00 0.543
H -0.5998 3.7599 -3.0358 0.00 0.00 -0.01 0.583
C -3.5446 -3.9044 -0.9693 -0.01 0.00 0.00 -1.712
C -3.2775 -2.7240 -0.0259 -0.01 0.00 -0.05 1.673
C -4.2734 -1.5946 -0.3222 0.00 0.00 0.00 -1.767
C -3.4401 -3.1798 1.4291 -0.02 -0.01 -0.01 -1.668
C -1.9069 -2.2298 -0.2415 0.04 -0.12 0.13 0.388
C -0.7713 -1.8298 -0.4135 -0.24 0.17 -0.06 1.297
H -4.5624 -4.2773 -0.8322 -0.01 -0.01 0.01 0.420
H -2.8453 -4.7183 -0.7720 0.01 0.00 0.00 0.327
H -3.4259 -3.5985 -2.0098 0.00 0.00 0.00 0.307
H -5.2983 -1.9629 -0.2367 -0.01 0.00 0.01 0.474
H -4.1279 -1.2046 -1.3305 0.00 -0.01 -0.01 0.330
H -4.1441 -0.7713 0.3827 0.01 0.01 0.00 0.267
H -4.4731 -3.4824 1.6171 0.00 -0.02 0.00 0.431
H -3.1863 -2.3717 2.1176 -0.02 0.01 0.00 0.262
H -2.7860 -4.0263 1.6435 0.01 0.01 0.00 0.338
S 3.0875 -1.0150 -2.0880 -0.27 0.06 0.07 -0.538
```
Forces are in eV/Å.

Output
Energy relative to the best compared isomer or geometry (same formula, charge and spin) = 0.0000 eV
F_max = 1.55 eV/A
HOMO-LUMO gap (spin up / spin down) = 5.269 / 5.695 eV
Multiplicity = 3
Lowest unoccupied orbital energy (spin up / spin down) = -0.959 / -1.155 eV